(1)
# C44H123N9O17

A cluster of 13 separate species, C44H123N9O17 in total (wB97M-V/def2-TZVPD, the OMol25 dataset).

Values from the calculation:
**HOMO-LUMO gap**: 8.39 eV
**HOMO**: -8.4 eV
**Relative energy (zero: lowest compared OMol25 entry of this formula, charge and spin)**: 90.08 kcal/mol

Last column: Löwdin charge in e.
CARTESIAN COORDINATES (ANGSTROEM)
C1 -2.443 1.504 3.535  -0.238
C2 -3.306 1.987 4.740  -0.208
O1 -2.349 2.493 5.639  -0.081
O2 -1.884 2.627 2.885  -0.079
H1 -3.062 0.903 2.869  0.108
H2 -1.643 0.808 3.790  0.103
H3 -3.849 1.147 5.172  0.122
H4 -3.939 2.815 4.421  0.118
H5 -1.868 3.206 5.213  0.068
H6 -1.385 2.333 2.120  0.033
C3 0.365 -0.935 -3.869  -0.211
C4 1.624 -1.407 -3.163  -0.216
O3 1.895 -2.772 -3.504  -0.076
O4 -0.785 -1.532 -3.252  -0.095
H7 0.331 -1.189 -4.929  0.124
H8 0.320 0.152 -3.794  0.108
H9 1.627 -1.326 -2.076  0.106
H10 2.493 -0.856 -3.524  0.116
H11 1.107 -3.296 -3.344  0.064
H12 -1.579 -1.068 -3.529  0.090
C5 1.548 2.428 4.367  -0.276
C6 1.680 1.989 2.918  -0.238
O5 3.008 1.646 2.683  -0.055
O6 1.591 1.399 5.270  -0.045
H13 0.633 3.007 4.486  0.110
H14 2.390 3.070 4.625  0.125
H15 1.380 2.768 2.217  0.106
H16 0.960 1.181 2.793  0.100
H17 3.228 1.098 3.440  0.093
H18 1.455 1.821 6.122  0.104
C7 1.690 6.207 -4.128  -0.227
C8 1.304 5.323 -2.906  -0.229
O7 0.161 4.585 -3.073  -0.072
O8 1.464 5.556 -5.359  -0.063
H19 2.716 6.567 -4.054  0.116
H20 1.146 7.151 -4.172  0.107
H21 1.404 5.850 -1.957  0.121
H22 2.053 4.532 -2.852  0.092
H23 0.311 4.032 -3.843  0.105
H24 1.745 6.132 -6.074  0.091
C9 5.991 -2.943 -0.260  -0.071
C10 4.878 -1.922 -0.150  -0.450
C11 4.048 -1.981 1.200  -0.109
O9 3.798 -3.361 1.648  -0.224
C12 3.033 -3.483 2.818  -0.112
N1 5.454 -0.648 -0.406  0.040
H25 6.825 -2.715 0.404  0.084
H26 6.365 -3.017 -1.281  0.084
H27 5.719 -3.956 0.036  0.068
H28 4.200 -2.089 -0.988  0.109
H29 3.083 -1.494 1.056  0.091
H30 4.628 -1.448 1.953  0.120
H31 2.981 -4.553 3.022  0.095
H32 2.008 -3.133 2.694  0.061
H33 3.503 -2.994 3.671  0.087
H34 5.907 -0.738 -1.304  0.073
H35 4.864 0.151 -0.586  0.028
C13 4.250 3.136 -0.169  -0.057
C14 3.217 2.494 -1.020  -0.424
C15 3.617 2.178 -2.500  -0.179
O10 4.131 3.267 -3.276  -0.217
C16 4.505 2.947 -4.662  -0.062
N2 2.751 1.293 -0.366  0.085
H36 5.126 2.534 0.073  0.090
H37 3.798 3.518 0.746  0.069
H38 4.689 3.952 -0.743  0.080
H39 2.366 3.174 -1.069  0.105
H40 2.778 1.757 -3.055  0.103
H41 4.314 1.341 -2.533  0.106
H42 4.853 3.897 -5.066  0.085
H43 3.702 2.509 -5.255  0.082
H44 5.358 2.269 -4.659  0.080
H45 1.754 1.166 -0.461  0.044
H46 2.914 1.271 0.631  0.047
C17 -0.581 7.895 2.608  -0.072
C18 -0.025 7.045 1.531  -0.456
C19 0.740 5.768 1.957  -0.173
O11 1.541 5.214 0.900  -0.210
C20 2.714 5.962 0.633  -0.114
N3 -1.196 6.713 0.763  0.043
H47 -1.373 7.321 3.090  0.085
H48 -0.947 8.862 2.263  0.087
H49 0.183 8.202 3.322  0.079
H50 0.676 7.601 0.908  0.125
H51 0.053 5.008 2.329  0.115
H52 1.365 6.043 2.807  0.119
H53 3.383 5.810 1.480  0.093
H54 2.600 7.039 0.514  0.086
H55 3.239 5.526 -0.217  0.068
H56 -1.040 5.926 0.150  0.059
H57 -1.862 6.280 1.386  0.067
C21 -2.203 -7.145 -1.092  -0.066
C22 -1.491 -5.800 -1.304  -0.392
C23 -2.070 -4.990 -2.507  -0.181
O12 -2.331 -5.801 -3.621  -0.175
C24 -2.898 -5.067 -4.694  -0.097
N4 -1.618 -5.012 -0.081  0.030
H58 -3.289 -7.147 -0.994  0.076
H59 -1.937 -7.686 -0.184  0.077
H60 -2.040 -7.804 -1.945  0.073
H61 -0.453 -6.125 -1.365  0.105
H62 -1.333 -4.238 -2.788  0.108
H63 -2.984 -4.562 -2.094  0.120
H64 -2.141 -4.409 -5.120  0.080
H65 -3.702 -4.399 -4.384  0.082
H66 -3.249 -5.713 -5.498  0.089
H67 -2.615 -5.066 0.076  0.080
H68 -1.180 -5.485 0.696  0.083
C25 -3.313 4.910 -2.631  -0.055
C26 -3.074 5.551 -4.010  -0.412
C27 -4.234 6.434 -4.472  -0.170
O13 -5.322 5.626 -4.946  -0.208
C28 -5.130 4.697 -6.012  -0.104
N5 -1.912 6.413 -3.716  0.025
H69 -3.246 5.597 -1.788  0.077
H70 -2.592 4.112 -2.459  0.050
H71 -4.350 4.574 -2.633  0.074
H72 -2.733 4.790 -4.713  0.124
H73 -3.899 6.999 -5.342  0.113
H74 -4.558 7.177 -3.743  0.134
H75 -4.520 3.863 -5.665  0.072
H76 -4.543 5.160 -6.806  0.082
H77 -6.073 4.349 -6.432  0.087
H78 -1.502 6.858 -4.525  0.060
H79 -1.101 5.860 -3.477  0.015
C29 1.615 -4.667 -0.297  -0.043
C30 2.831 -5.563 -0.709  -0.388
C31 2.461 -6.888 -1.402  -0.236
O14 1.705 -7.688 -0.547  -0.155
C32 1.418 -8.859 -1.268  -0.131
N6 3.706 -4.771 -1.575  0.068
H80 1.105 -4.481 -1.242  0.059
H81 2.019 -3.699 -0.001  0.049
H82 0.949 -4.939 0.521  0.070
H83 3.351 -5.786 0.223  0.132
H84 3.446 -7.279 -1.657  0.129
H85 1.898 -6.523 -2.262  0.123
H86 0.904 -8.631 -2.202  0.085
H87 0.674 -9.461 -0.747  0.085
H88 2.258 -9.525 -1.464  0.089
H89 3.170 -4.356 -2.323  0.047
H90 3.913 -3.912 -1.086  0.011
C33 -0.351 -3.645 8.562  -0.041
C34 1.102 -3.298 8.035  -0.443
C35 1.130 -2.190 7.056  -0.220
O15 0.457 -2.589 5.860  -0.187
C36 0.246 -1.564 4.828  -0.076
N7 2.071 -3.189 9.113  0.027
H91 -0.531 -4.441 9.285  0.062
H92 -1.055 -3.913 7.774  0.071
H93 -0.642 -2.787 9.168  0.071
H94 1.412 -4.188 7.488  0.128
H95 2.146 -1.896 6.797  0.123
H96 0.680 -1.276 7.444  0.127
H97 1.176 -1.296 4.326  0.067
H98 -0.205 -0.671 5.260  0.072
H99 -0.473 -1.898 4.080  0.072
H100 3.002 -3.166 8.721  0.065
H101 2.113 -4.102 9.544  0.069
C37 -4.832 -1.636 -1.850  -0.067
C38 -5.141 -1.309 -0.361  -0.404
C39 -6.658 -1.696 -0.062  -0.202
O16 -6.854 -2.933 -0.695  -0.237
C40 -8.212 -3.484 -0.541  -0.053
N8 -4.294 -2.130 0.439  0.041
H102 -5.022 -2.684 -2.081  0.062
H103 -3.760 -1.441 -1.888  0.048
H104 -5.399 -1.049 -2.572  0.075
H105 -4.934 -0.246 -0.234  0.127
H106 -7.375 -0.967 -0.440  0.116
H107 -6.791 -1.777 1.017  0.114
H108 -8.328 -4.360 -1.178  0.086
H109 -8.888 -2.751 -0.981  0.075
H110 -8.493 -3.542 0.510  0.085
H111 -3.314 -2.160 0.195  0.004
H112 -4.577 -3.019 0.053  0.057
C41 0.096 -1.492 1.344  -0.069
C42 -1.172 -1.099 0.663  -0.376
C43 -1.100 0.205 -0.230  -0.134
O17 -0.757 1.394 0.515  -0.240
C44 -0.545 2.597 -0.321  -0.029
N9 -1.447 -2.128 -0.328  0.021
H113 0.852 -1.701 0.587  0.068
H114 -0.018 -2.456 1.838  0.073
H115 0.372 -0.821 2.157  0.053
H116 -1.955 -1.072 1.420  0.125
H117 -2.012 0.323 -0.816  0.120
H118 -0.298 0.111 -0.962  0.099
H119 0.254 2.408 -1.038  0.062
H120 -0.109 3.283 0.405  0.072
H121 -1.461 2.891 -0.833  0.084
H122 -0.935 -2.076 -1.197  0.045
H123 -1.373 -3.096 -0.049  0.028

Forces on atoms 1 to 2 (eV/Å):
-1.21 -0.59 -0.38
2.31 -0.10 -1.61

=====

(2)
# C4H10NO2

An isolated molecule of C4H10NO2 (wB97M-V/def2-TZVPD, the OMol25 dataset).

Values from the calculation:
**HOMO-LUMO gap (alpha / beta)**: 10.55 / 7.57 eV
**HOMO (alpha / beta)**: -9.6 / -9.6 eV
**Spin multiplicity**: 2
**Relative energy (zero: lowest compared OMol25 entry of this formula, charge and spin)**: 40.89 kcal/mol

Last column: Löwdin spin population.
CARTESIAN COORDINATES (ANGSTROEM)
C1 0.709 1.183 1.508  0.124
O1 1.811 1.920 1.408  0.757
C2 0.500 0.283 0.250  0.014
C3 -0.847 -0.426 0.281  0.002
C4 -0.911 -1.699 -0.581  0.000
O2 -0.648 -1.435 -1.976  0.000
N1 0.726 1.031 -0.962  0.001
H1 -0.198 1.819 1.660  0.076
H2 0.461 0.566 2.395  0.024
H3 1.269 -0.478 0.462  0.001
H4 -1.528 0.189 -0.330  0.001
H5 -1.319 -0.641 1.238  0.000
H6 -1.913 -2.117 -0.529  0.000
H7 -0.061 -2.341 -0.324  0.000
H8 -0.384 -0.512 -2.036  0.000
H9 1.163 0.775 -1.817  0.000
H10 1.171 1.883 -0.647  -0.001

Forces on atoms 1 to 2 (eV/Å):
-1.69 -0.68 -1.15
-0.06 0.25 0.94

=====

(3)
# C6H8BrF3NO2P

An isolated molecule of C6H8BrF3NO2P (wB97M-V/def2-TZVPD, the OMol25 dataset).

Values from the calculation:
**HOMO-LUMO gap**: 9.09 eV
**HOMO**: -9.4 eV

Last column: Löwdin charge in e.
CARTESIAN COORDINATES (ANGSTROEM)
C1 2.345 1.189 1.242  -0.185
C2 2.255 1.150 -0.410  -0.748
Br1 3.701 -0.056 -1.085  0.596
C3 0.793 0.671 -0.982  -0.387
P1 0.171 -0.936 -0.132  1.020
C4 -1.774 -0.934 -0.027  -0.297
O1 -2.167 0.482 -0.098  -0.110
C5 -3.595 0.685 0.191  -0.261
F1 -4.102 -0.021 1.390  0.042
F2 -4.488 0.374 -0.949  0.045
F3 -3.752 2.161 0.471  0.020
O2 0.640 -2.338 -1.096  -0.353
C6 1.466 -3.225 -0.260  -0.259
N1 2.006 -4.000 0.647  0.103
H1 2.683 2.271 1.608  0.091
H2 1.310 0.941 1.748  0.067
H3 3.177 0.422 1.559  0.063
H4 2.491 2.233 -0.831  0.107
H5 0.059 1.579 -0.908  0.104
H6 0.939 0.409 -2.133  0.098
H7 -2.021 -1.464 0.991  0.121
H8 -2.138 -1.592 -0.934  0.124

Forces on atoms 1 to 2 (eV/Å):
0.40 0.39 -0.06
-0.98 1.11 0.99

=====

The records above give, respectively, max |F| values of 3.4; 2.4; 11.9 eV/A.
The records above give, respectively, DFT total energy values of -95830.9818; -9891.9689; -99414.3470 eV.